# 1
This record from the Open Molecules 2025 dataset describes C13H26Cl2NOOsP2 as an isolated structure in a non-equilibrium geometry. The level of theory is ωB97M-V/def2-TZVPD.

E   -63497.79893 eV
HOMO (alpha / beta)   -17.59 / -19.27 eV
Net charge   +3
<S²>   6.02
Multiplicity   5
Orbital gap (alpha / beta)   0.2280 / 0.1482 hartree

Each line ends with the Mulliken spin population.
Element x y z (Å)
C  -1.86  0.47  -4.16  0.084
C  -1.06  -0.46  -3.29  -0.049
H  -2.87  0.40  -3.74  0.005
H  -1.83  0.19  -5.19  0.011
H  -1.52  1.50  -3.97  0.005
O  -1.55  -0.88  -2.26  0.806
Cl  0.58  -0.69  -3.53  0.117
Os  0.56  0.14  1.40  2.207
P  0.43  -1.95  0.45  0.208
C  -0.71  -3.11  1.37  0.039
C  0.18  -3.09  -1.06  0.020
H  0.31  -4.15  -0.76  0.004
H  2.10  -3.76  0.37  0.008
H  0.93  -2.90  -1.84  0.001
H  2.79  -2.13  0.09  -0.003
H  -1.74  -2.87  1.07  0.000
H  -0.82  -2.97  -1.48  0.008
C  2.10  -2.71  0.71  0.048
H  -0.52  -4.15  1.09  0.008
H  2.37  -2.63  1.76  -0.001
H  -0.61  -3.00  2.45  -0.001
P  0.24  2.05  0.35  0.075
C  -0.78  3.29  1.30  0.024
C  1.87  2.92  0.13  0.040
H  0.29  2.21  -2.12  -0.001
H  -0.45  3.65  -1.39  0.004
H  -1.40  2.16  -1.52  0.001
C  -0.39  2.55  -1.33  0.015
H  2.47  2.32  -0.55  0.000
H  1.70  3.92  -0.30  0.005
H  -0.45  4.31  1.03  0.002
H  -0.65  3.13  2.37  0.001
H  2.36  3.00  1.11  0.001
H  -1.84  3.19  1.04  0.000
Cl  2.73  0.31  2.30  0.251
C  -3.46  0.06  4.16  0.031
C  -3.65  0.43  2.83  0.005
C  -2.59  0.34  1.94  0.013
N  -1.34  0.05  2.37  0.012
C  -1.15  -0.32  3.65  0.022
C  -2.20  -0.37  4.54  -0.004
H  -4.26  0.09  4.89  0.000
H  -4.62  0.79  2.51  0.001
H  -2.72  0.54  0.87  -0.022
H  -0.11  -0.51  3.87  0.001
H  -1.96  -0.76  5.54  0.000



# 2
This record from the Open Molecules 2025 dataset describes a 2-piece molecular cluster, C21H15F3NO3S overall in a non-equilibrium geometry. The level of theory is ωB97M-V/def2-TZVPD.

E   -48641.38272 eV
HOMO   -3.33 eV
Net charge   -1
Orbital gap   0.2190 hartree

Each line ends with the Löwdin charge.
Element x y z (Å)
C  -0.90  0.59  -6.28  -0.110
C  0.40  0.24  -5.87  -0.094
C  0.74  0.30  -4.51  -0.033
C  -0.24  0.66  -3.57  -0.242
N  0.01  0.46  -2.17  0.176
C  -0.84  -0.02  -1.41  -0.308
O  -1.75  -0.50  -0.83  0.134
C  -1.52  1.06  -3.98  -0.034
C  -1.85  1.00  -5.34  -0.093
H  -1.16  0.54  -7.34  0.094
H  1.15  -0.08  -6.60  0.100
H  1.74  0.05  -4.15  0.117
H  -2.23  1.36  -3.21  0.116
H  -2.86  1.27  -5.65  0.100
F  5.38  -3.60  2.88  0.091
C  4.10  -4.06  3.01  -0.534
F  4.02  -5.21  2.29  0.093
F  3.94  -4.40  4.34  0.090
C  3.09  -3.05  2.56  -0.181
C  1.95  -3.45  1.85  -0.043
C  1.06  -2.49  1.39  -0.046
C  1.27  -1.10  1.66  -0.287
C  0.30  -0.13  1.26  -0.250
S  0.36  1.44  1.99  0.635
C  -1.35  1.99  1.84  -0.273
C  -1.80  2.47  0.62  -0.078
C  -3.12  2.91  0.49  -0.087
C  -3.99  2.82  1.59  -0.103
C  -3.56  2.22  2.77  -0.092
C  -2.24  1.80  2.91  -0.053
O  0.52  1.45  3.43  -0.355
O  1.17  2.31  1.17  -0.348
C  2.46  -0.74  2.34  -0.044
C  3.34  -1.70  2.82  -0.037
H  1.77  -4.50  1.64  0.105
H  0.17  -2.76  0.82  0.103
H  -0.71  -0.47  1.08  0.050
H  -1.10  2.51  -0.22  0.107
H  -3.46  3.31  -0.46  0.096
H  -5.01  3.20  1.51  0.093
H  -4.25  2.08  3.61  0.098
H  -1.91  1.31  3.83  0.113
H  2.70  0.31  2.51  0.097
H  4.22  -1.39  3.37  0.116



# 3
This record from the Open Molecules 2025 dataset describes an isolated molecule of C3H9NO. The level of theory is ωB97M-V/def2-TZVPD.

E   -6793.97185 eV
HOMO   -8.94 eV
Net charge   0
SMILES string   NCCCO
Energy relative to the best compared isomer or geometry (same formula, charge and spin)   25.0 kcal/mol
Orbital gap   0.3661 hartree

Each line ends with the Löwdin charge.
Element x y z (Å)
C  -0.51  0.33  -0.94  -0.314
C  0.40  -0.42  0.04  -0.192
C  0.05  -0.08  1.48  -0.271
O  0.27  -1.25  2.27  -0.083
N  0.07  0.46  -2.25  -0.015
H  -1.46  -0.21  -1.01  0.120
H  -0.69  1.31  -0.48  0.105
H  0.33  -1.50  -0.08  0.115
H  1.41  -0.12  -0.22  0.107
H  0.64  0.73  1.89  0.113
H  -1.02  0.17  1.54  0.112
H  0.33  -0.98  3.19  0.076
H  0.69  1.25  -2.38  0.066
H  -0.52  0.30  -3.05  0.061



# 4
This record from the Open Molecules 2025 dataset describes C40H30F3N7O2Sr as an isolated structure in a non-equilibrium geometry. The level of theory is ωB97M-V/def2-TZVPD.

E   -65481.39656 eV
HOMO (alpha / beta)   -6.86 / -6.90 eV
Net charge   0
Energy relative to the best compared isomer or geometry (same formula, charge and spin)   0.0 kcal/mol
Orbital gap (alpha / beta)   0.2144 / 0.2171 hartree

Each line ends with the Löwdin charge.
Element x y z (Å)
Sr  -0.14  -0.15  -0.03  1.563
C  -4.26  2.53  -2.65  -0.099
C  -4.17  1.16  -2.42  -0.080
C  -3.50  0.68  -1.32  -0.029
C  -2.92  1.55  -0.40  -0.310
C  -3.04  2.93  -0.61  -0.032
C  -3.69  3.41  -1.74  -0.089
N  -2.12  1.04  0.61  -0.028
C  -2.34  1.22  1.88  -0.230
C  -3.56  1.73  2.43  -0.008
C  -3.73  1.86  3.77  -0.074
C  -2.69  1.53  4.67  -0.097
C  -1.51  1.04  4.21  -0.019
C  -1.30  0.85  2.82  -0.237
N  -0.17  0.41  2.28  -0.097
N  0.88  0.22  3.02  0.058
C  2.00  -0.13  2.35  -0.364
C  3.17  -0.35  3.12  -0.010
C  4.33  -0.71  2.49  -0.068
C  4.34  -0.84  1.10  -0.066
C  3.16  -0.59  0.43  -0.159
N  2.03  -0.25  1.01  -0.041
H  -4.75  2.90  -3.53  0.096
H  -4.62  0.47  -3.12  0.105
H  -3.41  -0.38  -1.14  0.105
H  -2.59  3.62  0.09  0.114
H  -3.75  4.47  -1.91  0.100
H  -4.36  1.96  1.74  0.113
H  -4.67  2.23  4.16  0.106
H  -2.87  1.66  5.73  0.096
H  -0.71  0.77  4.88  0.102
H  3.10  -0.23  4.19  0.108
H  5.23  -0.89  3.06  0.107
H  5.23  -1.12  0.57  0.100
H  3.12  -0.67  -0.65  0.115
C  0.87  2.96  0.50  -0.061
O  0.56  2.01  -0.50  -0.269
C  0.73  2.40  -1.80  -0.216
C  1.29  3.60  -2.18  -0.019
C  1.42  3.93  -3.53  -0.084
C  0.98  3.04  -4.50  -0.089
C  0.41  1.84  -4.13  -0.009
C  0.27  1.50  -2.78  -0.192
N  -0.28  0.30  -2.33  -0.068
N  -0.86  -0.38  -3.26  0.092
C  -1.40  -1.58  -3.06  -0.167
C  -1.53  -2.28  -1.81  -0.374
O  -1.26  -1.76  -0.69  -0.313
C  -2.01  -3.64  -1.86  -0.002
C  -2.38  -4.24  -3.01  -0.011
C  -2.35  -3.54  -4.25  -0.178
C  -2.79  -4.15  -5.44  -0.043
C  -2.78  -3.45  -6.62  -0.094
C  -2.35  -2.13  -6.64  -0.081
C  -1.91  -1.52  -5.49  -0.028
C  -1.89  -2.21  -4.27  -0.100
H  1.94  3.18  0.53  0.109
H  0.57  2.52  1.44  0.080
H  0.31  3.89  0.35  0.107
H  1.65  4.31  -1.45  0.105
H  1.85  4.87  -3.81  0.102
H  1.08  3.29  -5.54  0.102
H  0.07  1.14  -4.87  0.096
H  -2.05  -4.15  -0.91  0.119
H  -2.72  -5.27  -3.00  0.117
H  -3.15  -5.17  -5.40  0.109
H  -3.12  -3.93  -7.53  0.098
H  -2.36  -1.58  -7.57  0.101
H  -1.59  -0.49  -5.49  0.093
F  2.43  -7.57  -1.16  0.144
C  2.22  -7.02  0.04  -0.590
F  3.38  -7.11  0.71  0.143
F  1.35  -7.83  0.68  0.147
C  1.74  -5.60  -0.03  -0.105
C  1.65  -4.92  -1.24  0.029
C  1.31  -3.57  -1.20  -0.113
N  1.08  -2.92  -0.08  0.050
C  1.11  -3.58  1.06  -0.100
C  1.44  -4.93  1.15  0.025
H  1.84  -5.42  -2.17  0.123
H  1.24  -3.00  -2.11  0.122
H  0.88  -3.01  1.95  0.117
H  1.49  -5.44  2.10  0.126



# 5
This record from the Open Molecules 2025 dataset describes C48H76Cl4Ge3NaO5P as an isolated structure in a non-equilibrium geometry. The level of theory is ωB97M-V/def2-TZVPD.

E   -294594.79169 eV
HOMO (alpha / beta)   -4.81 / -4.89 eV
Net charge   -1
<S²>   0.75
Multiplicity   2
Orbital gap (alpha / beta)   0.2500 / 0.2282 hartree

Each line ends with the Mulliken spin population.
Element x y z (Å)
Na  0.60  -0.76  0.67  -0.342
C  1.00  3.59  3.13  -0.007
C  1.66  2.22  3.32  0.000
C  0.80  1.38  4.27  0.007
C  3.02  2.47  4.00  0.002
O  1.75  1.57  2.07  0.114
Ge  3.35  0.63  1.61  -0.002
O  2.49  -1.11  1.70  0.102
C  3.11  -2.21  2.33  -0.001
C  2.67  -2.28  3.79  0.000
C  2.66  -3.48  1.59  0.002
C  4.65  -2.14  2.28  0.002
O  3.20  0.70  -0.34  -0.024
C  4.39  0.67  -1.10  0.010
C  4.69  -0.76  -1.56  -0.003
C  4.23  1.54  -2.36  0.004
C  5.62  1.20  -0.33  0.002
H  0.91  4.11  4.08  0.000
H  1.59  4.20  2.45  0.001
H  0.01  3.45  2.71  0.005
H  0.69  1.87  5.24  0.000
H  -0.18  1.24  3.83  -0.004
H  1.27  0.41  4.42  -0.001
H  2.88  3.05  4.91  0.000
H  3.51  1.53  4.25  0.001
H  3.68  3.03  3.32  0.000
H  1.58  -2.31  3.83  0.000
H  3.08  -3.15  4.30  0.000
H  3.01  -1.38  4.31  0.000
H  1.57  -3.48  1.52  0.000
H  3.07  -3.48  0.58  -0.001
H  2.99  -4.38  2.12  0.000
H  5.02  -1.35  2.94  -0.001
H  5.08  -3.09  2.60  0.000
H  4.98  -1.93  1.27  -0.001
H  3.97  -1.06  -2.33  0.003
H  5.69  -0.85  -1.98  0.000
H  4.59  -1.45  -0.72  0.002
H  3.36  1.22  -2.91  0.000
H  5.12  1.46  -2.99  0.000
H  4.10  2.59  -2.08  0.000
H  5.91  0.50  0.45  0.001
H  6.46  1.33  -1.01  0.000
H  5.38  2.16  0.13  -0.001
Cl  -5.41  -3.02  -2.96  0.000
C  -3.93  -2.90  -2.08  0.001
C  -3.52  -3.92  -1.23  -0.001
Cl  -4.47  -5.35  -1.10  0.000
C  -2.38  -3.75  -0.44  0.001
Cl  -1.88  -5.01  0.63  0.000
C  -1.59  -2.57  -0.47  -0.025
O  -0.60  -2.35  0.30  0.027
C  -1.94  -1.64  -1.49  0.008
O  -1.04  -0.65  -1.78  0.046
C  -3.11  -1.77  -2.21  0.011
Cl  -3.54  -0.49  -3.30  0.000
C  -1.72  3.28  -2.81  0.052
C  -1.46  2.84  -1.37  0.128
Ge  0.38  1.94  -1.15  0.327
C  1.51  3.54  -0.64  0.164
C  1.48  4.71  -1.62  0.032
C  0.81  1.64  -3.08  0.224
C  0.79  0.51  -3.78  0.005
Ge  0.23  -1.22  -3.01  0.138
C  1.52  -2.33  -1.98  -0.006
C  2.35  -3.29  -2.83  0.001
C  -0.76  -2.36  -4.33  0.000
C  -0.04  -2.74  -5.63  0.000
C  1.23  0.48  -5.20  -0.019
C  2.24  -0.40  -5.58  -0.002
C  2.71  -0.43  -6.89  0.001
C  2.15  0.41  -7.84  -0.001
C  1.15  1.30  -7.47  0.002
C  0.70  1.34  -6.15  -0.007
H  -2.67  3.83  -2.88  0.007
H  -1.78  2.41  -3.47  -0.005
H  -0.93  3.93  -3.18  -0.003
H  -2.26  2.17  -1.05  -0.029
H  -1.45  3.71  -0.71  -0.010
H  2.52  3.17  -0.48  -0.002
H  1.12  3.85  0.33  -0.015
H  1.84  4.41  -2.61  -0.004
H  2.13  5.51  -1.26  0.006
H  0.48  5.11  -1.73  0.002
H  1.14  2.54  -3.61  -0.012
H  0.92  -2.89  -1.26  -0.001
H  2.16  -1.66  -1.41  0.006
H  1.70  -4.02  -3.33  0.000
H  3.05  -3.85  -2.21  0.000
H  2.93  -2.77  -3.60  -0.001
H  -1.69  -1.86  -4.58  0.001
H  -1.01  -3.27  -3.77  0.000
H  0.10  -1.87  -6.26  0.000
H  -0.63  -3.47  -6.18  0.000
H  0.94  -3.18  -5.44  0.000
H  2.68  -1.05  -4.83  0.000
H  3.50  -1.11  -7.16  0.000
H  2.49  0.39  -8.87  0.000
H  0.72  1.97  -8.20  0.000
H  -0.08  2.04  -5.86  -0.006
C  -1.21  -1.76  3.72  -0.003
C  -2.73  -1.52  3.78  0.000
C  -3.08  -0.99  5.17  0.001
C  -3.42  -2.87  3.57  0.000
P  -3.00  -0.41  2.26  0.020
C  -2.94  1.34  2.87  0.003
C  -3.53  1.91  4.00  -0.001
C  -3.55  3.29  4.18  0.000
C  -3.00  4.13  3.23  -0.001
C  -2.40  3.58  2.11  0.013
C  -2.35  2.21  1.95  -0.055
C  -4.86  -0.38  1.78  0.001
C  -5.26  -1.73  1.19  0.001
C  -5.85  0.00  2.88  0.000
C  -4.93  0.65  0.64  0.003
H  -0.90  -2.40  4.56  0.000
H  -0.66  -0.82  3.79  0.004
H  -0.94  -2.25  2.78  -0.002
H  -2.88  -1.78  5.91  0.000
H  -4.13  -0.72  5.25  0.000
H  -2.46  -0.13  5.43  0.000
H  -2.98  -3.62  4.23  0.000
H  -3.29  -3.22  2.55  0.000
H  -4.49  -2.82  3.79  0.000
H  -3.99  1.29  4.76  0.000
H  -4.03  3.70  5.06  0.000
H  -3.05  5.21  3.35  0.000
H  -1.97  4.23  1.35  0.004
H  -1.84  1.78  1.09  0.104
H  -4.50  -2.06  0.49  0.000
H  -5.38  -2.50  1.95  0.000
H  -6.20  -1.64  0.65  0.000
H  -5.77  -0.68  3.73  0.000
H  -6.87  -0.07  2.49  0.000
H  -5.69  1.02  3.23  0.000
H  -5.93  0.63  0.19  0.000
H  -4.74  1.66  0.98  -0.001
H  -4.21  0.40  -0.14  -0.002